# 1
Molecular formula: C4H37N2O13
Method: DFT, ωB97M-V with the def2-TZVPD basis set

2S+1 = 2
Orbital gap (alpha / beta) = 2.3431 / 8.4498 eV
E_HOMO (alpha / beta) = -2.5 / -8.6 eV
Expectation value of S² = 0.75
Energy above the lowest of the compared OMol25 structures with the same formula, charge and spin = 0.0 kcal per mole

Each line ends with the Mulliken spin population.
Element x y z (Å)
C (-2.57917, 2.99264, 1.74001)  0.015
C (-2.28132, 2.39583, 0.30676)  -0.012
C (-1.44285, 1.17622, 0.13287)  -0.065
C (-0.16662, 1.09849, 0.52848)  1.207
N (0.79311, 0.07066, 0.15618)  -0.100
N (-1.32956, 3.50334, 2.31315)  0.027
H (-3.07434, 2.23213, 2.36052)  -0.001
H (-3.35928, 3.74460, 1.72592)  0.003
H (-1.72953, 3.14130, -0.28189)  -0.010
H (-3.21884, 2.32155, -0.28212)  0.005
H (-1.76592, 0.26551, -0.41076)  -0.040
H (0.18458, 1.80619, 1.28145)  0.095
H (1.61964, -0.12286, 0.77436)  0.050
H (0.49431, -0.87444, -0.05810)  -0.112
H (1.24869, 0.46284, -0.69400)  -0.076
H (-0.72457, 2.86004, 2.78523)  0.007
H (-0.76223, 4.04724, 1.67888)  -0.025
H (2.02146, 1.91430, -1.88714)  0.146
H (1.93428, 1.44759, -3.32547)  0.018
O (1.39451, 1.51571, -2.52801)  0.059
H (0.03375, -2.99113, 2.75993)  0.022
H (0.00484, -3.01437, 1.31537)  -0.011
O (0.15335, -2.33245, 2.05752)  0.039
H (-0.90588, 1.70202, 5.05772)  0.012
H (-1.84345, 1.22807, 3.87471)  -0.002
O (-0.95069, 1.47503, 4.12567)  -0.020
H (2.58484, 1.97276, 0.53142)  0.275
H (2.40648, 3.35186, 0.08957)  0.102
O (2.19964, 2.45519, -0.23638)  -0.585
H (2.74662, -2.20012, -1.32148)  0.029
H (2.76618, -1.74196, 0.20974)  -0.002
O (2.59490, -1.47192, -0.70979)  -0.010
H (-1.31466, 0.63173, -3.29882)  -0.001
H (-2.92946, 0.54594, -2.77468)  0.001
O (-1.99172, 0.56380, -2.60191)  -0.023
H (-3.50976, -2.55418, 0.64191)  -0.002
H (-2.48665, -1.98710, -0.40621)  -0.001
O (-2.58228, -2.31676, 0.49929)  0.006
H (3.02415, -1.99259, 2.95613)  0.023
H (1.95036, -2.60209, 2.07786)  0.028
O (2.79566, -2.82608, 2.51919)  -0.092
H (-1.17869, -3.12163, -0.52093)  0.011
H (-0.59133, -4.56908, 0.00552)  -0.011
O (-0.41324, -3.64792, -0.19823)  0.009
H (0.71830, -0.09211, -3.94457)  0.009
H (-0.28388, -1.27400, -4.51245)  -0.005
O (-0.13556, -0.35150, -4.31793)  0.053
H (-2.10291, -1.33470, -2.99848)  -0.004
H (-3.20430, -2.39290, -2.73731)  0.001
O (-2.37748, -2.06210, -2.37057)  0.018
H (3.31672, -1.55135, -3.66257)  -0.008
H (3.16413, -0.49947, -2.62049)  -0.017
O (2.63615, -1.15566, -3.09862)  0.097
H (2.90166, 1.15676, 3.05727)  0.138
H (1.38401, 1.56438, 3.18026)  0.186
O (2.05015, 1.17574, 2.58679)  -0.456

=====

# 2
Molecular formula: C46H47Br2ClNOP2Si2Zr
Method: DFT, ωB97M-V with the def2-TZVPD basis set

Orbital gap = 6.7017 eV
E_HOMO = -9.9 eV
Net charge = +1
Energy above the lowest of the compared OMol25 structures with the same formula, charge and spin = 0.0 kcal per mole

Each line ends with the Löwdin charge.
Element x y z (Å)
Zr (0.27532, -0.52067, 0.22284)  1.110
C (2.15750, 1.77431, -2.13897)  -0.038
C (2.34175, 0.34129, -2.49900)  -0.316
C (3.12354, 0.02598, -3.63311)  0.004
C (3.33090, -1.27069, -3.98546)  0.005
C (2.76649, -2.30152, -3.20039)  -0.180
C (2.90128, -3.68962, -3.45415)  -0.615
Br (3.88103, -4.28908, -4.95199)  0.824
C (2.32858, -4.60901, -2.62464)  -0.148
C (1.58942, -4.19812, -1.49766)  -0.596
Br (0.82017, -5.49094, -0.38211)  0.862
C (1.43002, -2.86402, -1.21525)  -0.397
O (0.72661, -2.40076, -0.18318)  -0.335
C (2.01979, -1.90782, -2.07733)  -0.161
N (1.80107, -0.59196, -1.74007)  0.063
H (1.80019, 2.34065, -2.99844)  0.087
H (3.11834, 2.19386, -1.83732)  0.089
H (1.44864, 1.90714, -1.31785)  0.040
H (3.54261, 0.83646, -4.21368)  0.129
H (3.92267, -1.52611, -4.85389)  0.091
H (2.43816, -5.66613, -2.82124)  0.104
Cl (-0.97046, 1.96945, 0.78845)  0.648
C (-2.50092, 2.13454, -0.08035)  -0.618
C (-3.36011, 3.11141, 0.38788)  -0.089
C (-4.52676, 3.35810, -0.31738)  -0.042
C (-4.79195, 2.66608, -1.49144)  -0.044
C (-3.90914, 1.69962, -1.94054)  -0.082
C (-2.76038, 1.38000, -1.21337)  -0.419
P (-1.56510, 0.13054, -1.76217)  1.019
C (-2.42985, -1.34691, -2.37033)  -0.356
C (-3.81060, -1.52251, -2.38492)  -0.086
C (-4.35556, -2.72023, -2.82580)  -0.056
C (-3.53433, -3.75279, -3.25185)  -0.059
C (-2.15640, -3.59432, -3.22075)  -0.056
C (-1.61045, -2.40355, -2.77305)  -0.122
C (-0.93997, 0.96340, -3.28031)  -0.331
C (-0.94364, 2.35772, -3.35372)  -0.099
C (-0.44271, 3.00915, -4.47133)  -0.075
C (0.08025, 2.27834, -5.52841)  -0.069
C (0.09289, 0.89245, -5.46207)  -0.067
C (-0.41371, 0.23876, -4.34812)  -0.085
H (-3.11793, 3.66795, 1.28230)  0.115
H (-5.21643, 4.11034, 0.04032)  0.118
H (-5.68348, 2.88716, -2.06191)  0.117
H (-4.10148, 1.19489, -2.87782)  0.118
H (-4.47454, -0.74958, -2.03096)  0.088
H (-5.42991, -2.84692, -2.82529)  0.115
H (-3.96670, -4.68516, -3.58886)  0.114
H (-1.50398, -4.40312, -3.52290)  0.115
H (-0.53241, -2.31394, -2.71464)  0.083
H (-1.34913, 2.95091, -2.54417)  0.107
H (-0.46829, 4.09012, -4.51614)  0.113
H (0.46419, 2.78480, -6.40397)  0.111
H (0.48773, 0.31167, -6.28559)  0.113
H (-0.40881, -0.84283, -4.33436)  0.096
C (2.11472, -2.07694, 2.89912)  -0.222
Si (0.62742, -0.89241, 2.94506)  0.493
C (1.11620, 0.55577, 4.05094)  -0.224
C (-0.78234, -1.75617, 3.82245)  -0.326
C (-0.68174, -2.13228, 5.16682)  -0.099
C (-1.73289, -2.76169, 5.80934)  -0.081
C (-2.90739, -3.02328, 5.11154)  -0.079
C (-3.01317, -2.65920, 3.78059)  -0.102
C (-1.95662, -2.02220, 3.11832)  -0.321
Si (-2.11538, -1.60185, 1.28128)  0.526
C (-3.73273, -0.61201, 1.20894)  -0.203
C (-2.45450, -3.28794, 0.49983)  -0.193
H (2.45623, -2.27796, 3.91896)  0.034
H (2.97379, -1.68804, 2.34397)  0.005
H (1.82873, -3.02687, 2.44390)  0.020
H (1.04797, 0.22657, 5.09155)  0.032
H (0.46130, 1.42082, 3.93884)  0.018
H (2.14268, 0.88305, 3.88700)  0.001
H (0.22989, -1.93380, 5.72164)  0.099
H (-1.64361, -3.04916, 6.84924)  0.104
H (-3.73477, -3.51361, 5.60888)  0.104
H (-3.93478, -2.88063, 3.25206)  0.094
H (-4.49525, -1.19475, 1.73295)  0.032
H (-4.10861, -0.42219, 0.20499)  -0.001
H (-3.64679, 0.34231, 1.73221)  0.026
H (-3.26888, -3.75926, 1.05780)  0.036
H (-1.57453, -3.92526, 0.59929)  -0.008
H (-2.73992, -3.26191, -0.54930)  -0.006
C (2.90592, 3.94495, 0.37679)  -0.260
P (2.36277, 2.51193, 1.40180)  0.879
C (3.60526, 1.21003, 1.03903)  -0.284
C (2.90517, 3.16803, 3.01551)  -0.432
C (4.17065, 2.94865, 3.55005)  -0.093
C (4.52230, 3.50526, 4.77206)  -0.070
C (3.61641, 4.29363, 5.46555)  -0.073
C (2.35447, 4.52476, 4.93557)  -0.072
C (2.00107, 3.95953, 3.72110)  -0.122
H (3.99120, 4.05949, 0.40043)  0.055
H (2.46217, 4.84044, 0.81266)  0.045
H (2.56742, 3.87803, -0.65372)  0.008
H (4.61198, 1.57345, 0.82683)  0.053
H (3.24968, 0.63550, 0.18001)  -0.001
H (3.64440, 0.53085, 1.89300)  0.029
H (4.89359, 2.33747, 3.02416)  0.097
H (5.50683, 3.32262, 5.18202)  0.108
H (3.89121, 4.72526, 6.41868)  0.108
H (1.64238, 5.13592, 5.47422)  0.108
H (1.00602, 4.12632, 3.32247)  0.101

=====

# 3
Molecular formula: C3H10O3
Method: DFT, ωB97M-V with the def2-TZVPD basis set

2S+1 = 2
Orbital gap (alpha / beta) = 9.1330 / 5.6587 eV
E_HOMO (alpha / beta) = -14.0 / -14.0 eV
Net charge = +1
Expectation value of S² = 0.75
Energy above the lowest of the compared OMol25 structures with the same formula, charge and spin = 19.8 kcal per mole

Each line ends with the Mulliken spin population.
Element x y z (Å)
C (0.43962, -2.01631, 0.55673)  0.007
C (-0.10427, -0.93599, 1.39197)  0.407
C (0.38366, 0.37104, 1.23710)  0.275
O (-0.06810, 1.37037, 1.93867)  0.176
H (-0.41481, -2.49645, 0.09056)  0.050
H (1.13695, -1.55116, -0.12741)  -0.005
H (1.11391, -2.69698, 1.08370)  0.061
H (-0.64289, -1.16761, 2.30848)  0.015
H (0.91467, 0.64652, 0.32608)  0.014
H (-0.05799, 1.05856, 2.86660)  -0.002
H (-0.18975, 4.79592, -2.07818)  0.000
H (-0.71013, 4.25063, -0.75744)  0.000
O (-0.95447, 4.36406, -1.68102)  0.000
H (0.26139, -4.32092, -2.36821)  0.000
H (-0.26809, -3.12766, -3.09921)  0.000
O (0.35859, -3.35898, -2.40063)  0.002

=====

# 4
Molecular formula: C3H5NO
Method: DFT, ωB97M-V with the def2-TZVPD basis set

Orbital gap = 10.4542 eV
E_HOMO = -9.6 eV
SMILES = O=C1CNC1
Energy above the lowest of the compared OMol25 structures with the same formula, charge and spin = 32.6 kcal per mole

Each line ends with the natural charge from an NBO analysis.
Element x y z (Å)
C (0.01102, 0.20837, 0.61904)  0.581
C (-0.00906, 0.84661, -0.73030)  -0.346
C (0.03465, -1.14456, -0.02741)  -0.343
H (-0.85337, 1.48579, -1.00540)  0.223
H (0.99032, 1.32534, -0.88122)  0.206
H (0.56954, -0.65193, -2.08665)  0.364
H (1.02676, -1.60431, 0.09310)  0.212
H (-0.78678, -1.82024, 0.23142)  0.224
N (-0.13488, -0.46794, -1.36064)  -0.616
O (-0.02774, 0.63479, 1.75066)  -0.505